(1)
{"formula": "C5H13N", "method": "ωB97M-V/def2-TZVPD", "species": ["C", "C", "C", "C", "C", "N", "H", "H", "H", "H", "H", "H", "H", "H", "H", "H", "H", "H", "H"], "xyz": [[-1.344, -0.823, -0.881], [-1.019, -0.772, 0.584], [-0.473, 0.335, 1.292], [-0.035, -1.655, -0.716], [1.192, -0.731, -0.658], [1.110, 2.986, 0.311], [-1.081, 0.062, -1.465], [-2.340, -1.252, -1.094], [-1.252, -1.627, 1.173], [-0.990, 1.304, 0.962], [0.060, 0.143, 2.234], [2.016, 2.685, 0.610], [0.069, -2.459, -1.583], [0.166, -2.459, 0.133], [1.353, -0.379, -1.717], [0.920, 0.070, -0.001], [2.030, -1.304, -0.178], [0.917, 3.938, 0.553], [0.437, 2.252, 0.470]], "nbo_charge": [-0.439, -0.100, -0.622, -0.449, -0.629, -1.118, 0.231, 0.235, 0.197, 0.217, 0.217, 0.360, 0.248, 0.250, 0.208, 0.236, 0.212, 0.368, 0.380], "e_homo_ev": -7.8, "homo_lumo_gap_ha": 0.325, "multiplicity": 1}

(2)
{"formula": "C5H13N", "method": "ωB97M-V/def2-TZVPD", "species": ["C", "C", "C", "C", "C", "N", "H", "H", "H", "H", "H", "H", "H", "H", "H", "H", "H", "H", "H"], "xyz": [[-1.015, 1.577, 0.278], [-0.385, 0.460, 0.769], [0.912, -0.082, 0.276], [0.503, -1.159, -0.723], [1.784, -0.617, 1.419], [-1.696, 0.380, -1.696], [-1.907, 1.871, 0.812], [-0.446, 2.252, -0.332], [-1.287, 0.361, -0.270], [-0.718, -0.082, 1.649], [1.507, 0.695, -0.197], [1.353, -1.576, -1.274], [-0.130, -1.996, -0.435], [-0.150, -0.559, -1.407], [1.625, -1.646, 1.742], [2.844, -0.513, 1.189], [1.649, -0.019, 2.330], [-2.668, 0.207, -1.420], [-1.772, 0.446, -2.711]], "nbo_charge": [-0.281, -0.260, -0.260, -0.666, -0.603, -1.332, 0.235, 0.241, 0.451, 0.233, 0.208, 0.204, 0.210, 0.289, 0.212, 0.217, 0.200, 0.329, 0.372], "e_homo_ev": -7.5, "homo_lumo_gap_ha": 0.304, "multiplicity": 1}

(3)
{"formula": "C5H13N", "method": "ωB97M-V/def2-TZVPD", "species": ["C", "C", "C", "H", "H", "H", "H", "H", "H", "C", "N", "C", "H", "H", "H", "H", "H", "H", "H"], "xyz": [[1.110, 0.380, 2.744], [2.100, -0.248, 2.074], [1.873, -1.098, 0.893], [1.322, 0.895, 3.665], [0.081, 0.421, 2.501], [3.094, -0.281, 2.559], [1.297, -2.071, 1.150], [1.261, -0.565, 0.115], [2.682, -1.558, 0.319], [-0.960, 0.614, -2.748], [-0.847, 0.647, -1.246], [-2.019, -0.011, -0.566], [-2.068, 0.786, -3.029], [-0.297, 1.210, -3.284], [-0.816, -0.363, -3.125], [-0.764, 1.600, -0.832], [-2.882, 0.695, -0.306], [-1.569, -0.445, 0.332], [-2.599, -0.609, -1.217]], "nbo_charge": [-0.400, -0.176, -0.689, 0.191, 0.185, 0.199, 0.217, 0.247, 0.222, -0.407, -0.644, -0.432, 0.154, 0.203, 0.189, 0.361, 0.172, 0.208, 0.199], "e_homo_ev": -8.7, "smiles": "C=CC.CNC", "homo_lumo_gap_ha": 0.360, "multiplicity": 1}

(3) takes first place; second place is 220.0 kJ/mol up.

(1)
{"formula": "C9H18N5", "method": "ωB97M-V/def2-TZVPD", "species": ["C", "C", "C", "C", "C", "C", "C", "C", "C", "N", "N", "N", "N", "N", "H", "H", "H", "H", "H", "H", "H", "H", "H", "H", "H", "H", "H", "H", "H", "H", "H", "H"], "xyz": [[3.399, -0.395, 0.285], [3.019, 0.913, -0.014], [1.591, 1.147, -0.272], [2.564, -1.441, -0.029], [0.893, 0.029, -0.547], [-3.286, 0.403, -0.909], [-1.771, -1.498, 0.119], [-1.674, 0.913, 1.123], [-1.869, 0.036, -0.163], [1.310, -1.237, -0.484], [3.886, 1.946, -0.022], [1.067, 2.350, -0.658], [2.892, -2.717, 0.097], [-0.924, 0.340, -1.178], [4.362, -0.576, 0.656], [-3.780, -0.359, -1.490], [-3.991, 0.772, -0.109], [-3.056, 1.342, -1.483], [-1.924, -2.133, -0.774], [-2.457, -1.895, 0.889], [-0.702, -1.729, 0.491], [-0.813, 0.663, 1.614], [-1.652, 1.872, 0.626], [-2.450, 0.951, 1.841], [0.715, -1.980, -0.697], [4.839, 1.655, 0.220], [3.987, 2.658, -0.723], [0.023, 2.345, -0.832], [1.471, 3.046, -0.054], [3.689, -3.006, 0.551], [2.247, -3.444, -0.217], [-0.934, -0.478, -1.883]], "nbo_charge": [-0.378, 0.307, 0.012, 0.442, 0.371, -0.618, -0.634, -0.613, 0.104, -0.543, -0.767, -0.801, -0.755, -0.588, 0.238, 0.229, 0.229, 0.229, 0.206, 0.240, 0.172, 0.209, 0.209, 0.235, 0.433, 0.394, 0.427, 0.437, 0.386, 0.413, 0.404, 0.371], "charge": 1, "e_homo_ev": -11.6, "homo_lumo_gap_ha": 0.315, "multiplicity": 1}

(2)
{"formula": "C9H18N5", "method": "ωB97M-V/def2-TZVPD", "species": ["C", "C", "C", "C", "C", "C", "C", "C", "C", "N", "N", "N", "N", "N", "H", "H", "H", "H", "H", "H", "H", "H", "H", "H", "H", "H", "H", "H", "H", "H", "H", "H"], "xyz": [[0.017, 1.719, -1.101], [-2.112, 0.998, 2.009], [-1.771, -0.259, 1.119], [-0.819, 1.839, 1.924], [-0.298, -0.224, 1.158], [1.258, -1.955, 2.039], [-0.312, -2.425, 0.082], [2.009, 0.308, -3.583], [0.619, -1.417, 0.761], [-0.505, 2.263, -2.304], [0.970, 0.922, -1.596], [0.167, 1.812, -3.374], [1.044, 1.099, -2.897], [0.214, 0.890, 1.487], [-3.029, 1.523, 1.723], [-2.289, 0.691, 3.033], [-2.278, -1.152, 1.308], [-2.034, 0.015, 0.074], [-0.900, 2.469, 0.989], [-0.508, 2.400, 2.862], [0.625, -2.748, 2.576], [1.554, -1.208, 2.756], [2.167, -2.518, 1.879], [0.392, -2.932, -0.522], [-1.014, -2.033, -0.567], [-1.008, -3.108, 0.693], [1.421, -0.293, -4.481], [2.637, 0.795, -4.275], [2.486, -0.349, -2.938], [1.452, -1.044, 0.175], [-1.346, 2.820, -2.565], [1.193, 1.102, 1.557]], "nbo_charge": [-0.002, -0.404, -0.513, -0.262, 0.569, -0.615, -0.621, -0.425, -0.301, -0.392, -0.397, 0.014, 0.063, -0.437, 0.244, 0.222, 0.262, 0.270, 0.256, 0.238, 0.228, 0.215, 0.239, 0.233, 0.213, 0.232, 0.234, 0.250, 0.245, 0.257, 0.442, 0.443], "charge": 1, "e_homo_ev": -12.6, "homo_lumo_gap_ha": 0.357, "multiplicity": 1}

(1) takes first place; second place is 207.2 kJ/mol up.

(1)
{"formula": "C5H14O", "method": "ωB97M-V/def2-TZVPD", "species": ["C", "C", "C", "H", "H", "H", "H", "H", "H", "H", "H", "C", "C", "O", "H", "H", "H", "H", "H", "H"], "xyz": [[0.021, -1.315, -5.852], [0.721, -0.481, -4.754], [1.911, -1.307, -4.176], [0.105, -0.907, -6.870], [-1.058, -1.401, -5.735], [0.510, -2.281, -5.934], [0.047, -0.620, -3.904], [0.795, 0.574, -4.978], [1.591, -1.946, -3.353], [2.313, -1.957, -4.953], [2.753, -0.748, -3.760], [-0.441, 1.905, 6.476], [-1.728, 1.320, 5.935], [-1.468, 0.676, 4.633], [-0.318, 1.667, 7.535], [0.477, 1.517, 6.042], [-0.458, 2.999, 6.464], [-2.603, 1.912, 5.676], [-2.094, 0.566, 6.627], [-1.076, -0.171, 4.882]], "nbo_charge": [-0.612, -0.419, -0.604, 0.203, 0.208, 0.203, 0.200, 0.212, 0.204, 0.196, 0.210, -0.651, -0.080, -0.725, 0.206, 0.227, 0.216, 0.193, 0.158, 0.455], "e_homo_ev": -10.4, "smiles": "CCC.CCO", "homo_lumo_gap_ha": 0.420, "multiplicity": 1}

(2)
{"formula": "C5H14O", "method": "ωB97M-V/def2-TZVPD", "species": ["C", "C", "C", "H", "H", "H", "H", "H", "H", "H", "H", "C", "C", "O", "H", "H", "H", "H", "H", "H"], "xyz": [[0.734, 2.329, 0.380], [0.817, 0.952, 1.153], [0.529, 1.128, 2.638], [1.742, 2.737, 0.270], [-0.014, 2.918, 0.915], [0.364, 2.165, -0.625], [0.101, 0.226, 0.782], [1.827, 0.589, 1.011], [-0.166, 1.950, 2.804], [0.336, 0.137, 3.063], [1.435, 1.482, 3.161], [-1.170, -1.561, -2.643], [-0.634, -1.668, -1.207], [-1.086, -2.893, -0.663], [-0.763, -2.330, -3.292], [-0.867, -0.607, -3.089], [-2.235, -1.630, -2.514], [0.460, -1.612, -1.174], [-1.025, -0.830, -0.597], [-0.385, -3.482, -0.373]], "nbo_charge": [-0.612, -0.395, -0.612, 0.209, 0.201, 0.205, 0.192, 0.195, 0.205, 0.213, 0.198, -0.625, -0.053, -0.740, 0.207, 0.204, 0.214, 0.159, 0.159, 0.476], "e_homo_ev": -10.3, "smiles": "CCC.CCO", "homo_lumo_gap_ha": 0.410, "multiplicity": 1}

(2) takes first place; second place is 47.1 kJ/mol up.

(1)
{"formula": "C5H14O", "method": "ωB97M-V/def2-TZVPD", "species": ["C", "C", "C", "H", "H", "H", "H", "H", "H", "H", "H", "C", "C", "O", "H", "H", "H", "H", "H", "H"], "xyz": [[-0.629, -0.847, -1.085], [-0.069, 0.178, -2.091], [0.838, -0.401, -3.230], [-0.994, -1.736, -1.613], [-1.513, -0.447, -0.590], [0.132, -1.212, -0.404], [-0.958, 0.570, -2.580], [0.532, 0.912, -1.555], [1.660, -0.898, -2.722], [0.246, -0.998, -3.908], [1.200, 0.501, -3.721], [0.012, -0.779, 2.585], [-0.512, 0.654, 2.446], [0.318, 1.372, 1.468], [0.249, -1.091, 1.566], [-0.684, -1.444, 3.077], [1.042, -0.647, 2.926], [-1.521, 0.779, 2.053], [-0.342, 1.278, 3.322], [0.370, 0.767, 0.714]], "nbo_charge": [-0.623, -0.387, -0.605, 0.208, 0.212, 0.192, 0.196, 0.193, 0.201, 0.205, 0.209, -0.648, -0.066, -0.732, 0.199, 0.222, 0.222, 0.166, 0.183, 0.453], "e_homo_ev": -10.2, "smiles": "CCC.CCO", "homo_lumo_gap_ha": 0.414, "multiplicity": 1}

(2)
{"formula": "C5H14O", "method": "ωB97M-V/def2-TZVPD", "species": ["C", "C", "C", "O", "H", "H", "H", "H", "H", "H", "H", "H", "C", "C", "H", "H", "H", "H", "H", "H"], "xyz": [[1.884, -0.182, -0.175], [1.488, 0.336, 1.186], [0.481, -0.604, 1.888], [2.635, 0.378, 2.080], [2.560, -1.035, -0.152], [2.263, 0.596, -0.843], [0.971, -0.571, -0.653], [1.120, 1.356, 1.188], [0.967, -1.580, 1.823], [0.495, -0.366, 2.944], [-0.469, -0.561, 1.365], [3.461, 0.250, 1.593], [-2.494, 0.012, -0.832], [-1.914, 0.454, -2.192], [-1.854, -0.723, -0.354], [-2.680, 0.863, -0.184], [-3.481, -0.425, -1.008], [-2.632, 0.264, -2.993], [-0.958, 0.006, -2.423], [-1.841, 1.532, -2.257]], "nbo_charge": [-0.649, 0.099, -0.623, -0.743, 0.214, 0.216, 0.215, 0.168, 0.204, 0.226, 0.206, 0.467, -0.615, -0.617, 0.202, 0.207, 0.207, 0.205, 0.205, 0.205], "e_homo_ev": -10.1, "smiles": "CC(C)O.CC", "homo_lumo_gap_ha": 0.409, "multiplicity": 1}

(3)
{"formula": "C5H14O", "method": "ωB97M-V/def2-TZVPD", "species": ["C", "C", "C", "C", "C", "H", "H", "H", "H", "H", "H", "H", "H", "H", "H", "H", "H", "O", "H", "H"], "xyz": [[-0.805, -1.486, 1.302], [-1.848, -0.420, 1.034], [-1.858, 0.141, -0.317], [-0.818, 1.336, -0.445], [-0.151, 1.475, -1.822], [-1.315, -2.432, 1.540], [-0.076, -1.730, 0.386], [-0.265, -1.118, 2.189], [-2.826, -1.055, 0.773], [-2.226, 0.135, 1.925], [-2.820, 0.368, -0.866], [-1.407, -0.629, -1.005], [-0.102, 1.107, 0.315], [-1.300, 2.272, -0.144], [0.662, 2.117, -1.926], [-0.715, 1.768, -2.620], [0.102, 0.352, -1.934], [6.289, -0.703, 0.415], [5.975, -0.360, 1.250], [5.503, -1.139, -0.050]], "nbo_charge": [-0.618, -0.434, -0.390, -0.395, -0.601, 0.217, 0.206, 0.210, 0.200, 0.224, 0.210, 0.191, 0.190, 0.192, 0.209, 0.201, 0.188, -0.945, 0.471, 0.474], "e_homo_ev": -10.0, "smiles": "CCCCC.O", "homo_lumo_gap_ha": 0.391, "multiplicity": 1}

(2) takes first place; second place is 34.2 kJ/mol up.